74
Properties=species:S:1:pos:R:3 method="wB97M-V/def2-TZVPD" gap_ev=9.126 energy_ev=-74750.1366 lumo_energy_ev=-0.71 homo_ev=-9.83 molar_mass_g_mol=574.60 smiles="O=C(O)C(F)(F)C(F)(F)C(F)(F)C(=O)[SiH2]S.CO.CO.CO.CO.CO.CO.CO.CO.CO"
S 1.9100 1.2549 -1.0699
Si 1.0975 -0.6958 -1.3027
F -0.2662 -3.2377 1.4578
F -1.2806 -1.4899 0.6013
F -1.4401 0.6694 3.2880
F -0.3459 0.7954 1.3923
F 1.0247 -1.5427 3.2907
F -1.1398 -1.7871 3.3916
O -2.6206 -5.2322 -0.1722
O 2.0066 0.9814 2.6286
O -3.8125 3.7997 9.0729
O -0.1117 1.2965 -6.6764
O 1.4587 -0.3903 -4.4689
O -2.8776 2.1980 6.6401
O 0.7956 1.4415 4.4832
O -6.6697 -7.4813 0.7115
O 0.3753 4.3347 3.3596
O 2.1391 -2.1279 0.7959
O 6.6268 1.7053 -5.4514
O 2.8385 1.2133 -7.7058
C -1.5471 1.6745 6.6958
C 3.7739 1.6165 -6.7048
C -0.1599 -1.8934 1.2597
C 1.1129 -1.6496 0.3911
C -0.2997 0.3233 2.6688
C 0.9005 0.9719 3.3953
C -0.1835 1.6748 -8.0560
C -3.3427 4.9004 8.3099
C 1.4660 -1.2992 -5.5632
C -0.1487 -1.2420 2.6679
C 7.2198 0.7275 -4.6044
C -2.0200 -6.0822 0.8006
C -0.4185 4.9925 4.3417
C -5.6208 -6.7195 0.1180
H -0.2848 -0.6728 -1.8102
H -3.7452 3.0252 8.5010
H 8.3066 0.8354 -4.5631
H 0.0425 0.8242 -8.7029
H -2.3931 -4.3272 0.0594
H 6.8285 2.5728 -5.0901
H 0.4677 -1.4081 -5.9945
H 0.6527 3.4934 3.7318
H 4.6800 1.9365 -7.2067
H -1.5581 0.6082 6.9373
H 2.1575 -0.9720 -6.3425
H -5.1645 -6.0453 0.8458
H -3.3521 1.7340 5.9453
H 1.7945 -2.2638 -5.1831
H 1.1701 0.4655 -4.8086
H 6.8153 0.7752 -3.5900
H 6.9831 -0.2453 -5.0282
H -0.7337 5.9414 3.9147
H 2.0354 0.9319 -7.2550
H -7.3391 -6.8699 1.0283
H -2.2738 -7.1097 0.5535
H 0.1541 5.1919 5.2512
H -1.0247 2.2082 7.4863
H 2.6980 0.4301 3.0305
H -2.3994 -5.8581 1.8013
H -1.3083 4.4112 4.5999
H -3.9539 5.0489 7.4157
H -1.0279 1.8257 5.7536
H -3.4034 5.7863 8.9381
H 4.0221 0.7895 -6.0364
H -2.3047 4.7457 8.0019
H 0.5703 2.4389 -8.2146
H -0.9322 -5.9782 0.8008
H -5.9867 -6.1388 -0.7322
H 0.8020 1.8759 -0.6551
H 3.3789 2.4483 -6.1135
H -4.8646 -7.4149 -0.2348
H 1.9954 -1.4365 -2.1851
H -1.1651 2.0730 -8.3189
H -0.7791 0.6227 -6.5170